{"formula": "C54H73BaN5O11P2S2Sb2", "method": "ωB97M-V/def2-TZVPD", "charge": -2, "energy_ha": -5188.28909, "elements": ["Ba", "C", "Sb", "C", "C", "C", "C", "C", "C", "C", "C", "C", "Sb", "C", "C", "H", "H", "H", "H", "H", "H", "H", "H", "H", "H", "H", "H", "H", "H", "H", "H", "H", "H", "H", "H", "O", "S", "O", "O", "C", "C", "C", "C", "C", "C", "P", "C", "C", "C", "C", "C", "C", "C", "C", "C", "C", "C", "C", "H", "H", "H", "H", "H", "H", "H", "H", "H", "H", "H", "H", "H", "H", "N", "C", "C", "C", "C", "C", "C", "S", "O", "O", "N", "C", "N", "C", "C", "C", "N", "H", "H", "H", "H", "H", "H", "H", "H", "H", "N", "C", "O", "C", "C", "H", "H", "H", "H", "H", "H", "C", "C", "C", "O", "H", "H", "H", "H", "H", "H", "C", "C", "C", "C", "O", "P", "O", "O", "O", "C", "C", "C", "C", "H", "H", "H", "H", "H", "H", "H", "H", "H", "H", "H", "H", "H", "H", "H", "H", "H", "H"], "xyz": [[1.37839, 0.72230, 0.60788], [-5.78579, -0.66328, -1.96201], [-3.77893, 0.08882, -1.71251], [-3.09249, -1.08150, -3.37817], [-4.22806, 1.95842, -2.79905], [-4.07433, 1.87680, -4.27496], [-5.14420, 1.43542, -5.05803], [-5.02687, 1.24342, -6.42508], [-3.81394, 1.50837, -7.04717], [-2.75311, 1.97621, -6.28777], [-2.85067, 2.17479, -4.90771], [-1.66880, 2.70831, -4.16758], [-0.36475, 1.31094, -3.10198], [-0.05195, 0.02558, -4.81182], [1.30797, 2.58243, -3.52475], [-6.04022, -0.70299, -3.02327], [-6.49982, -0.02168, -1.44148], [-5.83735, -1.66930, -1.54434], [-3.25700, -0.56743, -4.32670], [-3.67385, -2.00302, -3.35276], [-2.03891, -1.33019, -3.26963], [-3.59912, 2.71438, -2.33437], [-5.27135, 2.14788, -2.53272], [-6.08866, 1.22566, -4.56697], [-5.87550, 0.88819, -6.99799], [-3.69518, 1.36281, -8.11431], [-1.81027, 2.20924, -6.77174], [-1.93728, 3.44274, -3.40721], [-0.99376, 3.19003, -4.87792], [0.86669, 0.32482, -5.31963], [-0.89521, 0.10886, -5.49838], [0.03911, -1.01440, -4.50151], [1.37546, 2.71365, -4.60727], [2.21499, 2.12996, -3.13428], [1.15986, 3.54022, -3.02598], [-3.11590, -2.45916, -0.09285], [-1.70323, -2.73750, -0.36003], [-1.15272, -3.43984, 1.31443], [-0.85452, -1.55325, -0.35694], [-2.14861, -3.88160, 2.08257], [-2.42299, -5.25089, 2.19771], [-3.47494, -5.69315, 2.97873], [-4.27698, -4.77475, 3.65402], [-3.99388, -3.42035, 3.55384], [-2.93024, -2.95381, 2.78454], [-2.34817, -1.20501, 2.66743], [-3.89380, -0.30550, 3.06484], [-3.97099, 0.72435, 3.99991], [-5.13005, 1.48221, 4.13239], [-6.23072, 1.22643, 3.32913], [-6.16053, 0.21071, 2.38071], [-5.00421, -0.53970, 2.24519], [-1.41472, -1.14225, 4.25442], [-1.96522, -1.42976, 5.50530], [-1.17296, -1.45376, 6.64068], [0.19352, -1.20043, 6.53824], [0.75264, -0.91500, 5.30356], [-0.05235, -0.87900, 4.17086], [-1.79478, -5.94074, 1.64606], [-3.67823, -6.75564, 3.05612], [-5.11640, -5.11081, 4.25125], [-4.62270, -2.70846, 4.07662], [-3.11399, 0.94943, 4.62332], [-5.16343, 2.28271, 4.86220], [-7.13178, 1.81990, 3.42810], [-7.00711, 0.00772, 1.73466], [-4.94941, -1.31610, 1.48876], [-3.02388, -1.64748, 5.58657], [-1.61622, -1.67805, 7.60450], [0.81896, -1.22481, 7.42329], [1.81137, -0.70992, 5.20805], [0.38910, -0.63470, 3.21381], [9.65833, -0.11346, 2.84237], [8.26156, -0.16361, 2.70899], [7.61001, -1.38491, 2.55540], [6.23596, -1.43103, 2.38144], [5.50541, -0.25469, 2.35776], [6.14403, 0.97214, 2.49619], [7.51619, 1.01376, 2.67204], [3.74994, -0.25603, 2.15319], [3.10335, -0.31999, 3.44327], [3.51074, 1.00708, 1.44790], [3.29703, -1.38126, 1.15202], [2.93436, -2.61649, 1.64494], [3.46913, -3.10786, 2.77014], [2.94451, -4.24090, 3.22848], [1.93281, -4.91970, 2.58343], [1.53900, -4.38981, 1.35903], [2.04157, -3.26946, 0.87390], [10.06240, -0.95371, 3.22447], [9.99107, 0.70542, 3.32637], [8.18387, -2.30531, 2.56886], [5.72439, -2.37848, 2.27956], [5.56481, 1.88596, 2.43409], [8.01540, 1.97194, 2.76749], [3.36393, -4.61889, 4.15684], [1.48524, -5.81315, 2.99357], [0.78054, -4.87536, 0.75595], [-3.27422, 2.87162, 1.03981], [-2.01698, 3.15252, 0.54625], [-1.82126, 3.20563, -0.66359], [-0.98245, 3.37923, 1.61087], [-0.53158, 2.03194, 2.23391], [-3.87749, 2.38718, 0.39273], [-3.28850, 2.50168, 1.98043], [-1.45090, 4.06157, 2.34352], [-0.14134, 3.90345, 1.15669], [-1.41997, 1.52657, 2.65111], [0.09834, 2.28774, 3.10196], [3.89908, -2.13129, -2.72107], [2.50211, -1.58747, -2.51727], [1.37968, -2.56139, -2.36680], [2.33783, -0.38584, -2.45999], [3.93984, -3.21818, -2.66813], [4.54756, -1.70039, -1.95740], [4.25683, -1.79708, -3.69685], [1.45292, -3.34434, -3.12634], [0.41887, -2.05692, -2.40255], [1.48002, -3.02409, -1.37841], [1.33761, 6.54198, 0.95700], [2.55300, 6.33648, 0.06087], [3.84936, 6.52772, 0.84264], [2.51343, 7.29165, -1.12473], [2.47913, 5.02786, -0.53777], [2.79901, 3.65413, 0.25681], [2.47590, 3.74889, 1.69641], [2.10397, 2.59411, -0.56880], [4.39805, 3.50329, 0.10730], [5.13973, 3.12467, -1.06704], [5.01204, 1.62941, -1.33252], [4.70259, 3.92720, -2.28820], [6.58451, 3.46178, -0.71154], [1.30002, 7.57486, 1.31530], [1.38243, 5.86483, 1.80890], [0.42432, 6.32765, 0.39918], [3.89645, 7.55871, 1.20409], [4.71499, 6.34314, 0.20279], [3.89658, 5.84812, 1.69253], [2.48625, 8.32738, -0.77835], [1.62580, 7.09922, -1.72903], [3.39394, 7.15465, -1.75625], [4.00373, 1.35128, -1.63138], [5.27697, 1.06054, -0.44120], [5.69702, 1.35446, -2.14105], [3.64087, 3.80070, -2.49177], [5.26430, 3.58046, -3.15946], [4.89834, 4.99250, -2.14396], [6.91636, 2.85268, 0.13091], [6.66537, 4.51535, -0.43689], [7.24028, 3.26660, -1.56339]], "lowdin_charge": [1.80, -0.35, 1.36, -0.32, -0.33, -0.30, -0.08, -0.12, -0.12, -0.08, -0.28, -0.32, 1.38, -0.32, -0.34, -0.01, -0.01, -0.01, 0.00, 0.01, -0.04, 0.02, 0.05, 0.10, 0.09, 0.09, 0.10, 0.05, 0.05, 0.00, -0.01, -0.02, 0.00, -0.03, 0.01, -0.54, 0.72, -0.32, -0.56, -0.42, -0.02, -0.11, -0.11, -0.10, -0.28, 1.16, -0.37, -0.11, -0.10, -0.12, -0.10, -0.11, -0.34, -0.11, -0.10, -0.10, -0.07, -0.08, 0.10, 0.09, 0.08, 0.10, 0.10, 0.09, 0.09, 0.09, 0.10, 0.10, 0.09, 0.09, 0.08, 0.06, 0.07, -0.33, -0.04, -0.05, -0.27, -0.05, -0.04, 0.51, -0.30, -0.65, -0.17, -0.47, 0.11, -0.14, -0.06, -0.14, 0.14, 0.07, 0.08, 0.10, 0.09, 0.12, 0.11, 0.10, 0.09, 0.10, 0.16, -0.55, -0.03, -0.28, -0.35, 0.05, 0.07, 0.10, 0.07, -0.05, -0.01, -0.01, -0.48, -0.03, -0.02, 0.07, 0.08, 0.08, 0.09, 0.04, 0.06, -0.04, -0.63, -0.04, -0.04, -0.17, 0.23, -0.27, -0.60, -0.17, -0.61, -0.02, -0.03, -0.03, 0.08, 0.07, 0.09, 0.08, 0.07, 0.08, 0.08, 0.09, 0.07, 0.06, 0.08, 0.09, 0.06, 0.09, 0.08, 0.07, 0.08, 0.08]}